Entry 1:
{"formula": "C17H21FO4S2", "method": "the ωB97M-V functional and the def2-TZVPD basis", "symbols": ["S", "S", "F", "O", "O", "O", "O", "C", "C", "C", "C", "C", "C", "C", "C", "C", "C", "C", "C", "C", "C", "C", "C", "C", "H", "H", "H", "H", "H", "H", "H", "H", "H", "H", "H", "H", "H", "H", "H", "H", "H", "H", "H", "H", "H"], "positions_angstrom": [[-1.98332, -0.51198, 1.35481], [0.69950, 0.27281, 2.22536], [0.09201, 2.48099, -0.14239], [-1.28881, -0.37801, -1.61416], [-2.07690, 1.66790, -1.03787], [1.51697, -0.25604, -1.71849], [2.32990, 1.72388, -0.97384], [0.01548, 0.13482, 3.92158], [1.65801, -2.14586, 0.60510], [2.21907, -3.03789, -0.30905], [-3.30445, 1.20995, -1.65424], [-4.11338, 2.44485, -1.94669], [-1.12138, 0.71560, -1.07934], [3.53774, 1.32939, -1.69273], [4.35339, 2.56675, -1.94597], [1.41571, -3.65545, -1.27678], [1.37031, 0.77785, -1.07662], [-0.28991, -0.71273, 1.26942], [-2.33174, -0.14227, 3.09662], [-1.27674, -0.64712, 4.05461], [0.11609, 1.16234, -0.37768], [-0.53240, -2.58933, -0.33064], [0.03640, -3.42923, -1.27779], [0.28444, -1.82746, 0.52900], [-1.09395, -1.70581, 3.88891], [-0.60796, -3.88133, -2.03403], [4.44095, 3.18287, -1.04556], [2.28139, -1.68539, 1.38247], [-2.46811, 0.93754, 3.16825], [5.35373, 2.29203, -2.28875], [4.08448, 0.59429, -1.08538], [-3.61907, 3.01301, -2.74364], [0.86182, -0.32552, 4.44136], [3.88816, 3.15754, -2.74038], [1.86255, -4.30053, -2.02969], [-0.11080, 1.16468, 4.27489], [-3.82312, 0.51793, -0.97182], [-1.61812, -2.48771, -0.26257], [-5.11401, 2.17207, -2.30123], [-4.19832, 3.08172, -1.05527], [3.29411, -3.23563, -0.28584], [3.26988, 0.84486, -2.64190], [-3.05688, 0.67280, -2.58023], [-1.65680, -0.52493, 5.07232], [-3.29590, -0.63822, 3.23588]], "forces_ev_per_a": [[-1.2398, -0.8974, -0.0751], [0.9938, 1.2044, 1.5626], [-0.0728, 0.4478, 1.3629], [0.1204, 1.2439, 0.5810], [-0.2975, -0.8084, -0.2048], [-0.0558, 0.8813, 0.9776], [0.4778, -0.7066, -0.4847], [0.6639, -0.0982, 0.0645], [0.3414, 0.0513, -0.3178], [-0.1877, -0.0579, 0.2144], [-0.0775, 0.1376, -0.1254], [-0.1281, 0.2802, -0.1119], [0.7054, -0.5407, -0.3368], [-0.0127, -0.0413, 0.0770], [0.0080, 0.3270, -0.0731], [-0.1636, 0.4568, 0.1838], [-0.4858, -0.8985, -0.5620], [0.2580, 0.1337, -1.0969], [-0.0223, 0.3161, -0.3406], [0.1231, 0.1397, 0.0586], [-0.2309, -1.5607, -2.5854], [-0.0921, 0.1546, -0.2147], [0.0537, -0.1099, 0.1423], [-0.1581, -0.2915, 0.0368], [-0.0338, -0.1726, -0.0301], [0.2425, -0.0399, 0.3192], [0.0304, -0.1024, -0.1429], [-0.2792, -0.0665, -0.5526], [-0.0212, -0.0158, 0.2523], [-0.0472, -0.0076, 0.0674], [-0.2192, 0.1591, -0.0762], [-0.1361, 0.0283, 0.2213], [-0.4981, 0.0483, 0.4513], [0.0499, 0.0727, 0.1871], [-0.0660, 0.0986, 0.1597], [0.0180, -0.2138, -0.0550], [0.2538, 0.1843, -0.1783], [0.4641, 0.0769, -0.2345], [0.1468, 0.0574, 0.1183], [-0.0532, -0.1743, -0.2633], [-0.4041, 0.0307, 0.0642], [-0.0287, 0.1156, 0.4145], [-0.1323, 0.0898, 0.3746], [0.0768, -0.0675, 0.0184], [0.1159, 0.1354, 0.1525]], "multiplicity": 1, "e_lumo_ev": -1.312}

***

Entry 2:
{"formula": "C17H21IN2O2ReSi", "method": "the ωB97M-V functional and the def2-TZVPD basis", "symbols": ["Re", "I", "Si", "O", "O", "N", "N", "C", "C", "C", "C", "C", "C", "C", "C", "C", "C", "C", "C", "C", "C", "C", "C", "C", "H", "H", "H", "H", "H", "H", "H", "H", "H", "H", "H", "H", "H", "H", "H", "H", "H", "H", "H", "H", "H"], "positions_angstrom": [[0.26997, -1.91924, -0.08775], [-1.68593, -3.41361, -0.97906], [0.01285, -1.66125, 2.39049], [-0.47864, 3.60937, -0.86745], [1.90347, -0.99955, -0.11546], [-0.73143, -0.35164, -0.90761], [3.91937, 1.86520, -0.80859], [3.56909, 0.63638, -0.46663], [-2.76208, -1.66240, -1.44814], [1.24750, 1.14692, -0.95800], [0.65708, 3.52444, -1.73298], [-4.24713, 0.58414, -1.86046], [-1.75050, -1.99851, 2.80327], [-4.82615, -0.65839, -2.06852], [-2.92248, 0.69336, -1.46128], [1.20345, -3.06652, 2.62272], [0.60832, 0.00759, 2.86657], [4.62617, -0.34104, -0.04447], [2.98474, 2.74658, -1.19442], [-2.13949, -0.44101, -1.27792], [2.22272, 0.26278, -0.51591], [-0.12169, 0.76090, -1.19154], [1.64011, 2.45998, -1.29056], [-4.07447, -1.80543, -1.84260], [5.57223, 0.18027, 0.06695], [0.60031, 0.08726, 3.95931], [1.17470, 4.47921, -1.80178], [-0.37111, 4.34447, -0.25347], [-0.71427, 1.48926, -1.71900], [-4.51664, -2.78578, -1.97109], [-2.39810, -1.21682, 2.39875], [0.86762, -4.00775, 2.17572], [3.34724, 3.74232, -1.42385], [4.74581, -1.12253, -0.79873], [1.29094, -3.25894, 3.69965], [-2.08889, -2.97132, 2.44494], [-5.85792, -0.74452, -2.38472], [0.29012, 3.30220, -2.73615], [1.62837, 0.18946, 2.52302], [2.20343, -2.82046, 2.25776], [-2.52380, 1.68348, -1.26377], [-0.05200, 0.78427, 2.47321], [4.36825, -0.83016, 0.89547], [-4.82838, 1.48611, -2.00000], [-1.86278, -1.98910, 3.89407]], "forces_ev_per_a": [[0.5791, 0.7166, 0.1568], [0.1178, 0.0674, -0.1038], [-0.1630, 0.0047, -0.0406], [0.1728, -0.1882, -0.1217], [-0.5546, -0.3068, -0.2354], [-0.1732, -0.4747, 0.1299], [-0.2103, 0.1739, -0.1038], [0.2523, -0.0931, 0.0877], [0.0742, -0.4276, -0.0051], [-0.3928, 0.0599, -0.1309], [-0.0686, 0.0053, 0.1501], [-0.0145, -0.0263, -0.0127], [-0.1906, -0.0699, 0.0928], [0.0317, -0.0111, 0.0032], [-0.0046, 0.2490, 0.0873], [0.1255, -0.1758, -0.0925], [0.1457, 0.2196, 0.0714], [-0.0340, 0.0763, -0.0409], [0.4155, -0.0920, 0.2477], [0.0383, 0.1905, 0.0105], [0.0654, -0.3629, 0.1134], [0.1405, 0.2788, -0.0925], [-0.2095, 0.0064, -0.0372], [-0.1744, 0.0787, -0.0387], [-0.0091, 0.0202, -0.0046], [-0.0044, 0.0260, -0.0533], [0.0419, 0.0248, 0.0017], [0.0143, -0.0408, -0.0565], [0.0055, 0.1509, -0.0732], [0.0154, 0.0449, 0.0006], [-0.0268, -0.0512, 0.0374], [0.0561, -0.0100, 0.0421], [0.0089, -0.0178, -0.0332], [-0.0116, 0.0267, 0.0170], [-0.0030, -0.0095, -0.0436], [-0.0258, 0.0267, 0.0326], [0.0520, 0.0133, 0.0206], [-0.0662, -0.0287, -0.0442], [-0.0403, 0.0350, 0.0338], [0.0215, -0.0603, 0.0553], [-0.0535, -0.0687, -0.0123], [0.0526, 0.0091, 0.0414], [0.0054, 0.0283, -0.0022], [0.0111, -0.0328, 0.0122], [-0.0128, 0.0151, -0.0665]], "multiplicity": 2, "e_lumo_ev": [-8.967, -8.568], "charge": 2}

***

Entry 3:
{"formula": "C17H21N3O", "method": "the ωB97M-V functional and the def2-TZVPD basis", "symbols": ["O", "N", "N", "N", "C", "C", "C", "C", "C", "C", "C", "C", "C", "C", "C", "C", "C", "C", "C", "C", "C", "H", "H", "H", "H", "H", "H", "H", "H", "H", "H", "H", "H", "H", "H", "H", "H", "H", "H", "H", "H", "H"], "positions_angstrom": [[4.37577, 0.96233, 1.43843], [2.09738, -0.27317, 2.11537], [-1.04368, -2.10088, 6.16539], [-1.41420, -1.72450, 3.95992], [-2.61778, -1.78146, 4.56871], [-0.26971, -0.14413, 1.77284], [0.92908, -0.85607, 1.85656], [-3.33686, -2.33178, 7.06586], [2.18599, 1.14932, 2.44786], [-3.67519, -0.69402, 0.56316], [-5.14861, 1.18685, 0.97632], [-2.38325, -2.06475, 5.96792], [-1.47462, -0.82886, 1.71689], [-0.46843, -1.88024, 4.93817], [-4.23177, 1.70514, 1.90552], [3.66643, 1.45719, 2.59102], [-2.72864, -0.16088, 1.47249], [-3.01082, 1.06748, 2.11695], [3.32171, -1.08193, 2.26123], [4.44350, -0.46124, 1.44495], [-4.85918, -0.01117, 0.29911], [-6.06979, 1.72600, 0.75664], [-3.17175, -1.62317, 7.89479], [-3.42538, -1.62452, 0.04468], [-1.45150, -1.91537, 1.63224], [4.39148, -0.81232, 0.39966], [0.60254, -1.85394, 4.78241], [-4.46515, 2.61448, 2.45883], [0.94938, -1.94647, 1.74558], [3.83873, 2.54077, 2.53854], [-4.37514, -2.24753, 6.72669], [-5.56065, -0.41271, -0.43697], [1.65929, 1.35364, 3.39618], [-0.26210, 0.95632, 1.75678], [3.11360, -2.10119, 1.91292], [-3.58769, -1.64800, 4.09396], [1.73285, 1.78504, 1.66374], [3.62168, -1.09159, 3.32410], [-3.17829, -3.34864, 7.46384], [4.02250, 1.03247, 3.55281], [5.41826, -0.76063, 1.87604], [-2.25370, 1.47527, 2.79169]], "forces_ev_per_a": [[-0.5153, -0.2244, 0.7845], [-0.3955, -0.8427, -0.1991], [0.8682, 0.1010, -1.0602], [0.3989, 0.6417, -0.3327], [0.1222, -0.8449, 2.7664], [0.3745, 0.1206, -0.3983], [-0.1796, 0.7437, 0.2071], [-0.1671, -0.0477, 0.5598], [0.1140, 0.1884, -0.0016], [0.5148, 0.1274, 0.4866], [0.5088, -0.3314, 0.0116], [0.4805, 0.6348, -2.6766], [1.1021, -0.8979, 0.2815], [-2.3120, -0.1904, 0.7561], [0.0303, -0.1391, -0.2757], [0.3692, 0.5111, -0.5640], [-1.2963, 0.8271, 0.0785], [-0.0360, -0.5291, -0.2937], [-0.2352, 0.2997, 0.2979], [0.5868, -0.0894, -0.3565], [0.0079, 0.2981, 0.1338], [0.1863, -0.1938, 0.1541], [-0.1584, -0.2547, -0.1929], [-0.2350, 0.2699, 0.2002], [-0.0117, 0.3611, -0.2535], [0.0743, 0.3043, 0.3644], [-0.0860, -0.0141, -0.0911], [0.0580, -0.1846, -0.2191], [-0.1121, 0.4219, 0.1135], [-0.1057, -0.3556, 0.4427], [0.1518, -0.0034, 0.0737], [0.2264, 0.1690, 0.2854], [0.0553, -0.1277, -0.2657], [-0.0321, -0.7078, 0.1809], [0.0736, 0.2847, 0.2743], [0.3620, -0.0607, -0.2009], [0.2513, -0.5015, 0.1982], [-0.3304, -0.2559, -0.3596], [-0.1375, 0.3358, -0.0752], [0.2264, 0.3578, -0.5650], [-0.3466, -0.0779, -0.2226], [-0.4512, -0.1240, -0.0468]], "multiplicity": 1, "e_lumo_ev": -1.052, "relative_energy_ev": 5.100}

***

Entry 4:
{"formula": "C17H21N3O3S", "method": "the ωB97M-V functional and the def2-TZVPD basis", "symbols": ["S", "O", "O", "O", "N", "N", "N", "C", "C", "C", "C", "C", "C", "C", "C", "C", "C", "C", "C", "C", "C", "C", "C", "C", "H", "H", "H", "H", "H", "H", "H", "H", "H", "H", "H", "H", "H", "H", "H", "H", "H", "H", "H", "H", "H"], "positions_angstrom": [[-0.27577, -1.00231, 2.02488], [-0.01854, -1.51480, 3.33695], [0.13969, -0.78987, -2.24665], [0.03014, 0.37469, 1.77048], [1.73801, -0.13419, -0.72058], [0.40021, -1.95929, -0.34380], [0.75025, -1.91743, 0.99976], [-2.39636, -2.60646, 2.12822], [-1.92213, -1.46745, 1.49719], [-3.89776, -1.37420, 0.18557], [3.57179, 3.04079, -1.02284], [2.28721, 1.02234, -1.29209], [4.34279, 4.02269, -0.18735], [-5.73659, -3.05990, 0.43358], [-2.19105, 0.40026, -0.20624], [3.44884, 3.27060, -2.38827], [2.17086, 1.26545, -2.65446], [2.74895, 2.39652, -3.19715], [3.05607, 1.63006, 1.01797], [0.73246, -0.89621, -1.19341], [-3.62621, -3.12974, 1.78791], [2.97878, 1.91143, -0.45699], [-4.39272, -2.51385, 0.80027], [-2.65873, -0.82205, 0.51128], [-0.50156, -2.37200, -0.57515], [-5.73761, -4.14643, 0.47716], [1.62409, 0.57347, -3.27181], [4.76711, 4.80012, -0.81772], [-1.76922, 0.12766, -1.17505], [2.00354, -0.32771, 0.23539], [-6.02817, -2.74265, -0.56405], [2.06445, 1.42195, 1.42047], [-1.78657, -3.05208, 2.89822], [-3.02923, 1.06866, -0.39062], [3.46388, 2.47649, 1.55880], [5.15700, 3.52955, 0.34154], [-6.48516, -2.69655, 1.13787], [-3.99560, -4.01377, 2.28477], [3.69542, 4.49893, 0.54824], [-1.42883, 0.92350, 0.36141], [3.90742, 4.14862, -2.81980], [0.92970, -2.83529, 1.38649], [3.69763, 0.76868, 1.21380], [2.65861, 2.59044, -4.25532], [-4.48710, -0.88869, -0.57885]], "forces_ev_per_a": [[0.4231, -0.2076, -0.0199], [-0.1178, -0.3073, -0.0537], [-0.0258, 0.0583, -0.1846], [-0.3631, -0.1742, -0.2038], [0.3310, 0.0876, 0.4840], [-0.3321, -0.2608, 0.1321], [-0.4330, 0.3998, 0.2615], [-0.1571, -0.2802, 0.1830], [0.6132, 0.2136, 0.2254], [0.1366, -0.0791, 0.1398], [-0.0172, -0.0346, -0.1574], [0.0609, 0.3266, -0.3380], [-0.0451, -0.0518, -0.0061], [-0.0337, 0.0288, 0.0345], [0.0539, 0.2260, -0.1572], [-0.0015, 0.0343, -0.0219], [-0.0602, -0.0710, -0.1142], [0.0220, -0.0041, 0.0857], [-0.0511, 0.0617, -0.1184], [0.0559, -0.2541, -0.0387], [0.1237, 0.1035, -0.0464], [-0.0969, -0.0783, -0.0617], [0.1043, 0.0297, 0.0037], [-0.1266, 0.1122, -0.0936], [0.1579, 0.1515, 0.0500], [-0.0478, -0.0694, -0.0246], [-0.0198, -0.0416, -0.0370], [0.0310, 0.0477, -0.0031], [0.0176, 0.0152, -0.0325], [-0.0426, -0.0207, -0.1588], [-0.0608, -0.0143, -0.0601], [0.0531, -0.0143, 0.0812], [-0.0370, -0.1441, 0.1078], [-0.0560, 0.0409, -0.0008], [0.0473, 0.0035, 0.0805], [0.0662, 0.0422, 0.0955], [-0.0933, -0.0121, 0.0081], [-0.0285, -0.1005, 0.0658], [0.0331, 0.0644, 0.1042], [-0.1107, 0.1074, -0.1533], [0.0528, 0.0924, -0.0184], [0.0002, -0.0167, 0.0311], [0.0538, -0.0828, 0.1214], [-0.0143, 0.0034, -0.0941], [-0.0654, 0.0690, -0.0969]], "multiplicity": 1, "smiles": "Cc1ccc(S(=O)(=O)NNC(=O)Nc2cccc(C)c2C)c(C)c1", "e_lumo_ev": 0.447, "relative_energy_ev": 2.005}

***

Entry 5:
{"formula": "C17H21N3O5S2", "method": "the ωB97M-V functional and the def2-TZVPD basis", "symbols": ["S", "S", "O", "O", "O", "O", "O", "N", "N", "N", "C", "C", "C", "C", "C", "C", "C", "C", "C", "C", "C", "C", "C", "C", "C", "C", "C", "H", "H", "H", "H", "H", "H", "H", "H", "H", "H", "H", "H", "H", "H", "H", "H", "H", "H", "H", "H", "H"], "positions_angstrom": [[2.09131, 0.24227, -0.13400], [-3.96021, -1.54280, -0.15724], [2.36414, 0.69331, 1.20176], [-4.55107, -1.31053, -1.43778], [-4.09616, -2.81814, 0.47458], [2.32731, 1.12890, -1.23436], [5.34142, -0.72308, -1.08872], [-0.95281, 2.99817, 0.17926], [-4.61187, -0.43224, 0.89748], [2.86418, -1.21594, -0.40005], [-4.71020, 0.93453, 0.44145], [6.06051, -0.53222, 1.13214], [-0.10427, -1.02378, 0.88119], [5.66676, 0.86415, 0.65276], [5.29755, -1.41568, 0.14271], [-1.25962, 2.28726, 1.24852], [-0.39286, -0.01568, -1.29516], [-3.39420, 1.66836, 0.36277], [5.57512, 0.66850, -0.86228], [3.82057, -1.67270, 0.58352], [0.38674, -0.30444, -0.19251], [-2.21373, -1.12327, -0.22603], [-2.46391, 1.61553, 1.39583], [-1.83962, 3.06548, -0.79670], [-3.06543, 2.41914, -0.76000], [-1.71591, -0.43048, -1.31189], [-1.42452, -1.44071, 0.86424], [6.39410, 1.62582, 0.92319], [-1.85325, -2.01286, 1.67239], [3.59778, -1.13617, 1.50684], [-5.39625, 1.46941, 1.10758], [3.27645, -1.21505, -1.32618], [4.76026, 1.24504, -1.30779], [-2.67012, 1.06443, 2.30161], [-0.50400, 2.25869, 2.02180], [0.54622, -1.22774, 1.71617], [-5.16268, 0.87687, -0.55056], [3.66190, -2.74330, 0.74707], [5.78865, -2.38082, -0.02262], [5.78632, -0.72828, 2.16551], [-1.54901, 3.66387, -1.64956], [-3.75413, 2.49518, -1.58719], [4.69246, 1.14199, 1.05444], [0.04340, 0.54470, -2.10639], [-4.28128, -0.56055, 1.83974], [6.51594, 0.92690, -1.36269], [7.13396, -0.68812, 1.01122], [-2.37143, -0.22705, -2.14383]], "forces_ev_per_a": [[-0.2745, -0.5774, -0.2381], [0.0393, -0.0774, 0.4677], [-0.1249, -0.2510, 0.0930], [0.1546, 0.3534, -0.0968], [0.2334, 0.0970, 0.2174], [-0.1211, -0.2187, -0.2091], [-0.0112, -0.1985, -0.1294], [0.5040, 0.3126, -0.1387], [0.0986, -0.7097, -0.4343], [-0.4193, 0.8017, -0.0045], [-0.1208, 0.3627, -0.2384], [-0.0164, -0.0803, -0.2470], [-0.2016, -0.1039, 0.1233], [-0.0712, -0.1075, -0.1445], [0.0608, -0.2603, 0.2973], [-0.2244, -0.2096, 0.2996], [0.0851, 0.0490, -0.0019], [0.1745, 0.3650, -0.0337], [0.2124, 0.5014, -0.0953], [0.2562, -0.1456, 0.3211], [0.3449, 0.2742, -0.0646], [-0.5524, -0.2469, -0.1907], [-0.1246, 0.1915, -0.1905], [-0.2619, 0.0571, -0.1780], [-0.0406, -0.0053, 0.2849], [-0.0222, -0.1286, -0.0420], [0.2450, -0.1027, 0.0576], [-0.0116, 0.0458, 0.0235], [0.0554, -0.0626, 0.1663], [0.1384, -0.1959, 0.0728], [0.0340, -0.1122, -0.1148], [-0.0655, 0.1700, -0.1869], [0.1381, -0.0466, 0.0224], [0.0463, -0.0879, 0.1072], [0.0357, -0.0778, 0.1421], [0.0005, -0.0967, 0.1770], [-0.0624, 0.2469, 0.1140], [0.0473, 0.1213, 0.0670], [-0.0521, 0.1286, 0.0623], [0.0134, -0.0369, 0.0841], [-0.0517, 0.0318, -0.1473], [-0.0664, -0.0022, -0.1431], [0.0834, 0.0571, 0.0401], [-0.0388, 0.0795, -0.1400], [0.0381, -0.1775, 0.1863], [-0.1123, 0.0177, 0.0554], [-0.0007, -0.0336, 0.0472], [0.0095, 0.0889, -0.1201]], "multiplicity": 1, "smiles": "O=S(=O)(NCc1ccncc1)c1ccc(S(=O)(=O)NC[C@@H]2CCCO2)cc1", "e_lumo_ev": 0.008, "relative_energy_ev": 0.148}